Entry 1:
Computed, not measured: a structure of composition C23H54GdN10S, with ωB97M-V with the def2-TZVPD basis set.

highest occupied orbital energy (spin up / spin down) = -16.4 / -16.3 eV
spin multiplicity = 8
frontier orbital gap (spin up / spin down) = 8.27 / 4.87 eV
calculated total energy = -71272.013 eV
net charge = +3

Positions of all 89 atoms, in Å:
Gd (11.32975, 10.94301, 9.66851)
C (7.43263, 14.06616, 11.40997)
N (8.56795, 14.65788, 10.76769)
C (8.66047, 16.10408, 11.00309)
C (9.57293, 13.98055, 10.13533)
N (10.32204, 13.07105, 10.68366)
C (10.58086, 13.06601, 12.12672)
C (11.93244, 12.46148, 12.54647)
N (12.06900, 11.04484, 12.15119)
C (11.18618, 10.11136, 12.81991)
C (10.45669, 8.96642, 11.92192)
N (9.81784, 9.49534, 10.70007)
C (8.80464, 8.79829, 10.24953)
N (8.49864, 7.46305, 10.71738)
C (7.37868, 7.25995, 11.58251)
C (9.15297, 6.26449, 10.14460)
N (8.05302, 9.34625, 9.23106)
C (7.95058, 10.70602, 9.05645)
C (7.11105, 8.52511, 8.53362)
C (13.56151, 10.71316, 12.24706)
C (13.99084, 9.82822, 11.07645)
N (13.63534, 10.36011, 9.81073)
C (14.70231, 10.35019, 8.93279)
N (15.35699, 9.20506, 8.61382)
C (14.81818, 7.83601, 8.99046)
C (16.75154, 9.15926, 8.17680)
N (15.09112, 11.49191, 8.20609)
C (14.87669, 12.82669, 8.73133)
C (15.12864, 11.50754, 6.75239)
N (9.67581, 14.14650, 8.80366)
C (10.96450, 13.92119, 8.12700)
C (8.50584, 14.54006, 7.97228)
H (6.60952, 14.01464, 10.64374)
H (7.12672, 14.64193, 12.30691)
H (7.65012, 13.07166, 11.82127)
H (8.75765, 16.18438, 12.13263)
H (7.69509, 16.56186, 10.64307)
H (9.52348, 16.62013, 10.57687)
H (9.72737, 12.55934, 12.70232)
H (10.57092, 14.07154, 12.44921)
H (12.07177, 12.59701, 13.63944)
H (12.76273, 13.00262, 11.97985)
H (10.42076, 10.66065, 13.37118)
H (11.79777, 9.55749, 13.56204)
H (9.72098, 8.60762, 12.66337)
H (11.14546, 8.13094, 11.73285)
H (6.81686, 8.21302, 11.73298)
H (7.75180, 6.86873, 12.55518)
H (6.72140, 6.43908, 11.21254)
H (8.40927, 5.42920, 10.04611)
H (9.97307, 5.90057, 10.73888)
H (9.64610, 6.53924, 9.18917)
H (8.75603, 11.28330, 9.54713)
H (6.98860, 11.12174, 9.40815)
H (8.01151, 11.00263, 7.99256)
H (7.46748, 7.54132, 8.24162)
H (6.66560, 9.03053, 7.63723)
H (6.21124, 8.27928, 9.18416)
H (13.74327, 10.15671, 13.21766)
H (14.21088, 11.63348, 12.30412)
H (13.56678, 8.82165, 11.12881)
H (15.06017, 9.72174, 11.21854)
H (13.76021, 7.99789, 9.29381)
H (15.39432, 7.34643, 9.76894)
H (14.84666, 7.16123, 8.08426)
H (17.19120, 8.15151, 8.30369)
H (17.38567, 10.03304, 8.60835)
H (16.70098, 9.24665, 7.11159)
H (15.15160, 12.79083, 9.76241)
H (13.75563, 13.08861, 8.66727)
H (15.41503, 13.52168, 8.18318)
H (16.16009, 11.71741, 6.47501)
H (14.45711, 12.26241, 6.32493)
H (14.90244, 10.52404, 6.29811)
H (11.12861, 14.61876, 7.33789)
H (11.06306, 12.88035, 7.78626)
H (11.81851, 14.04876, 8.79628)
H (7.59689, 14.50985, 8.53410)
H (8.44017, 13.86711, 7.12783)
H (8.65731, 15.52788, 7.58503)
C (10.55988, 8.50569, 6.41478)
S (10.95140, 10.25113, 6.97002)
C (11.20004, 10.89620, 5.27197)
H (9.62760, 8.45279, 5.82722)
H (10.50785, 7.87824, 7.30077)
H (11.42236, 8.10640, 5.85526)
H (11.11910, 11.98179, 5.29348)
H (10.49889, 10.48972, 4.53580)
H (12.15729, 10.66715, 4.87191)

Atoms 1-3, force components in eV/Å:
Gd 0.3687 1.3731 1.2255
C -0.7669 -0.8218 0.2681
N 1.2542 0.9223 0.0719

Results of the Mulliken charge analysis, in e, for atoms 1 through 5: 0.22 -0.84 0.50 -1.12 -0.52


Entry 2:
Computed, not measured: a structure of composition C23H54N11O2SbTi, with ωB97M-V with the def2-TZVPD basis set.

highest occupied orbital energy (spin up / spin down) = -4.7 / -4.9 eV
spin multiplicity = 3
frontier orbital gap (spin up / spin down) = 5.22 / 5.43 eV
calculated total energy = -74862.182 eV

Positions of all 92 atoms, in Å:
Ti (0.32348, 0.99379, 0.09802)
C (-2.40684, 0.40491, 4.92792)
N (-1.10259, 0.56628, 4.28422)
C (-0.08477, -0.36484, 4.74817)
C (-1.08340, 0.85095, 2.93556)
N (-0.34364, 0.27767, 2.07251)
N (-1.92839, 1.88982, 2.59109)
C (-2.22490, 2.34852, 1.31691)
N (-2.84428, 3.57647, 1.34407)
N (-2.00687, 1.64383, 0.27308)
H (-2.24408, 0.23011, 5.98922)
H (-2.96836, -0.44269, 4.51967)
H (-3.01965, 1.29849, 4.83350)
H (-0.04128, -0.31318, 5.83385)
H (0.88976, -0.07546, 4.35667)
H (-0.29080, -1.40340, 4.45686)
H (0.22810, -0.46383, 2.45186)
H (-2.17962, 2.50543, 3.34375)
H (-2.38008, 4.22177, 1.97688)
H (-2.83767, 3.99956, 0.42656)
H (-2.26231, 2.16720, -0.55729)
C (-2.85900, -2.61083, 0.83034)
C (-2.65250, -2.35971, -0.66618)
C (-3.54023, -1.17672, -1.06148)
C (-3.06884, -3.58956, -1.46850)
Sb (-0.55082, -1.68114, -0.89857)
C (0.60877, -3.33199, -0.00100)
C (0.01779, -4.72628, -0.17662)
C (2.01115, -3.28603, -0.61108)
C (0.75360, -3.00471, 1.48717)
C (-0.16945, -1.92843, -3.05780)
C (-1.24900, -1.11296, -3.77426)
C (-0.18015, -3.36007, -3.58618)
C (1.18866, -1.28055, -3.33896)
H (-3.92800, -2.76160, 1.03265)
H (-2.52574, -1.75174, 1.42206)
H (-2.32906, -3.49848, 1.17953)
H (-4.59041, -1.42070, -0.84618)
H (-3.46823, -0.94812, -2.12718)
H (-3.27398, -0.28164, -0.49944)
H (-4.09807, -3.86806, -1.20039)
H (-2.42965, -4.45135, -1.27803)
H (-3.05857, -3.38674, -2.54111)
H (-0.15244, -4.97346, -1.22571)
H (-0.92629, -4.84424, 0.35858)
H (0.71931, -5.46834, 0.22987)
H (2.02772, -3.66236, -1.63569)
H (2.68433, -3.91953, -0.01767)
H (2.40712, -2.26587, -0.60267)
H (-0.21281, -2.94123, 1.99775)
H (1.29314, -2.06067, 1.61049)
H (1.34100, -3.79331, 1.97929)
H (-2.23207, -1.58166, -3.69163)
H (-1.00927, -1.03577, -4.84316)
H (-1.32015, -0.09874, -3.36824)
H (-1.14658, -3.84388, -3.44325)
H (0.58367, -3.97635, -3.10928)
H (0.03346, -3.35118, -4.66446)
H (1.28532, -0.31525, -2.83470)
H (1.30274, -1.12234, -4.41984)
H (2.01670, -1.90978, -3.00748)
C (1.91953, 4.29188, -3.69448)
N (1.72712, 3.33629, -2.62373)
C (2.44753, 3.61037, -1.38375)
C (0.70469, 2.48309, -2.67386)
O (0.34405, 1.69633, -1.78228)
H (2.98052, 4.35820, -3.93467)
H (1.56375, 5.28127, -3.39598)
H (1.38041, 3.97155, -4.58458)
H (2.04328, 4.51058, -0.91752)
H (3.50404, 3.74886, -1.61415)
H (2.32606, 2.78879, -0.69123)
H (0.17654, 2.50168, -3.63018)
C (3.69210, -0.72305, 2.01220)
O (2.44844, -0.13125, 1.70419)
C (2.16860, 0.29177, 0.36332)
C (3.37248, 0.26782, -0.54699)
H (3.86376, -1.64788, 1.45023)
H (3.67305, -0.97172, 3.07413)
H (4.53407, -0.04726, 1.83464)
H (3.84098, -0.72143, -0.65304)
H (4.17056, 0.96028, -0.23451)
H (3.06238, 0.56916, -1.54701)
N (0.19195, 6.32795, 0.87006)
N (-0.03706, 5.03786, 1.39566)
N (0.84221, 4.64526, 2.42692)
C (1.12325, 3.40832, 2.09342)
N (0.59599, 3.00151, 0.93046)
N (-0.05640, 4.06060, 0.38755)
H (1.19480, 6.42703, 0.70835)
H (-0.04250, 6.97548, 1.61193)
H (1.74884, 2.76065, 2.69078)

Atoms 1-3, force components in eV/Å:
Ti -0.4396 -0.8493 0.5134
C 0.0630 0.0184 0.0445
N -0.0275 -0.1321 0.2427

Results of the Mulliken charge analysis, in e, for atoms 1 through 5: -1.11 -1.08 0.04 -1.05 -0.24


F_max
In order: 0.07544, 0.02645
Unit: Eh/bohr